The following is a quantum chemistry calculation of a single C18H20FN3O4 molecule, from the OMol25 dataset.

The value obtained for the LUMO energy is 0.3 eV. The SMILES is COC(=O)C1CCN(c2cc(=O)n(Cc3ccc(F)cc3)c(=O)[nH]2)CC1. The HOMO-LUMO gap comes out at 8.76 eV. The calculation puts the energy relative to the best compared isomer or geometry (same formula, charge and spin) at 0.0 kcal per mole. The molecular weight is 361.4 u. Its HOMO energy is -8.43 eV. As for the electronic energy: -1263.08452 Ha.

Structure (XYZ):
```
46
Properties=species:S:1:pos:R:3:nbo_charge:R:1
C 6.8834 2.3606 -0.2006 -0.263
H 6.3237 3.1133 -0.7587 0.194
H 7.4652 2.8253 0.5906 0.198
H 7.5339 1.8219 -0.8919 0.197
O 5.9904 1.4566 0.4404 -0.508
C 5.2082 0.7295 -0.3611 0.804
O 5.2294 0.7932 -1.5603 -0.598
C 4.2802 -0.1551 0.4564 -0.312
C 3.6779 -1.2740 -0.4018 -0.414
H 4.3374 -1.4793 -1.2453 0.246
H 3.5818 -2.1857 0.1888 0.213
C 2.3065 -0.8857 -0.9440 -0.214
N 1.3829 -0.6751 0.1547 -0.420
C 0.0575 -0.9168 0.0048 0.470
C -0.5682 -1.1126 -1.1937 -0.501
C -1.9657 -1.3971 -1.2787 0.656
O -2.5795 -1.5837 -2.3122 -0.628
N -2.6469 -1.4530 -0.0444 -0.458
C -2.0651 -1.2561 1.1710 0.801
O -2.6499 -1.3136 2.2308 -0.637
N -0.7071 -0.9922 1.1440 -0.615
H -0.2833 -0.9146 2.0568 0.423
C -4.0844 -1.7157 -0.0674 -0.242
C -4.8561 -0.4231 -0.1040 -0.066
C -5.0862 0.2128 -1.3184 -0.175
C -5.7619 1.4188 -1.3626 -0.286
C -6.1998 1.9773 -0.1759 0.400
C -5.9769 1.3702 1.0461 -0.286
C -5.2987 0.1646 1.0744 -0.181
H -5.0998 -0.3208 2.0175 0.232
H -6.3299 1.8389 1.9512 0.227
F -6.8629 3.1558 -0.2105 -0.330
H -5.9511 1.9243 -2.2964 0.228
H -4.7239 -0.2397 -2.2290 0.238
H -4.3296 -2.2862 0.8302 0.232
H -4.2791 -2.3033 -0.9669 0.245
H -0.0498 -1.0275 -2.1303 0.239
C 1.9363 -0.1063 1.3688 -0.220
H 2.2184 -0.8949 2.0815 0.187
C 3.1651 0.7337 1.0324 -0.399
H 2.8793 1.4932 0.3022 0.215
H 3.5195 1.2450 1.9270 0.234
H 1.1921 0.5425 1.8404 0.213
H 1.9237 -1.6985 -1.5633 0.226
H 2.3969 0.0104 -1.5692 0.201
H 4.8659 -0.5773 1.2768 0.233
```